[1]
C11H15N | ωB97M-V with the def2-TZVPD basis set

```
27
Properties=species:S:1:pos:R:3:forces:R:3:mulliken_charge:R:1
H -1.840114 2.725180 -0.435673 -0.010 -0.109 0.110 0.201
C -2.055799 -4.390004 -0.132457 -0.806 -0.219 0.248 -0.727
C -0.418911 1.200698 0.003059 -0.348 0.245 0.129 -0.253
H 1.494268 -1.968897 0.871478 0.052 -0.049 -0.005 0.379
C -1.944393 -4.676624 1.381551 0.372 0.627 -0.364 -0.757
H -1.429068 -5.611187 1.604357 -0.280 -0.055 -0.021 0.308
C 1.653005 0.012840 0.090822 0.034 -0.299 -0.283 -0.385
H 0.014462 4.129333 -1.343005 -0.129 0.084 0.157 0.400
C -1.133174 0.127283 0.520726 0.091 0.265 0.126 -1.068
H 2.909994 3.780033 -1.596523 -0.337 -0.016 0.139 0.380
H -2.198476 0.250571 0.687626 0.053 -0.310 0.065 0.325
C 0.963494 1.180953 -0.226119 -0.154 0.293 -0.011 1.058
H 2.700184 -0.079609 -0.162538 0.136 -0.007 0.218 0.338
H -1.564721 -5.144643 -0.733836 0.414 0.080 -0.122 0.269
C 0.960054 -1.062886 0.622939 0.393 0.027 -0.055 -0.633
H 3.463394 2.336528 -0.783483 -0.055 0.017 0.133 0.326
C 1.320857 2.471425 -0.796440 0.265 -0.928 -0.157 0.299
H -1.353345 -3.884786 1.855804 -0.061 -0.187 0.036 0.226
H -0.940671 -1.823652 1.323177 0.112 -0.147 -0.115 0.448
H -1.710070 -3.390791 -0.369887 0.339 0.015 -0.188 0.206
C -0.415594 -1.007439 0.846493 -0.522 0.315 0.168 -0.156
N -0.880376 2.443622 -0.357909 -0.200 0.175 -0.244 -0.045
H -2.926223 -4.640853 1.839062 -0.072 -0.261 0.230 0.237
C 0.165613 3.168720 -0.877748 0.235 0.364 -0.235 -0.578
H -3.100303 -4.413823 -0.467277 0.091 -0.038 0.177 0.280
C 2.658214 2.733304 -1.404695 0.437 0.235 0.083 -1.355
H 2.748354 2.215843 -2.355829 -0.052 -0.117 -0.219 0.278
```
Forces are in eV/Å.

E_HOMO = -7.85 eV
SMILES string = Cc1c[nH]c2ccccc12.CC
energy relative to the best compared isomer or geometry (same formula, charge and spin) = 31.3 kJ/mol
gap between HOMO and LUMO = 0.3230 hartree

***

[2]
C11H15N | ωB97M-V with the def2-TZVPD basis set

```
27
Properties=species:S:1:pos:R:3:forces:R:3:mulliken_charge:R:1
C -0.571496 -1.866781 -3.232509 -0.584 0.613 -0.454 -0.315
N 2.273593 0.096463 -1.938598 0.188 0.510 1.522 -0.066
H -1.476574 0.831151 4.659296 -0.788 -1.088 0.139 0.375
C -1.218274 -0.366709 -1.467172 -1.367 -0.290 0.016 -0.290
H 0.661253 -0.495785 3.029729 -0.124 0.097 -0.375 0.212
C 0.005082 1.798571 0.458782 1.236 -0.329 0.318 -0.904
H 2.945345 1.356884 -0.299286 0.074 0.315 -0.001 0.395
H -0.542678 2.675107 0.115064 0.026 -0.075 -0.159 0.337
H -1.978914 0.089286 -0.838534 0.107 0.062 -0.069 0.344
C 2.093947 0.952619 -0.809782 -0.537 -0.746 -2.020 -0.868
H -0.773546 -1.500991 2.966362 -0.127 -0.015 0.196 0.262
C 0.086809 0.067659 -1.417778 1.539 0.148 0.161 0.976
H -2.617422 -1.643507 -2.489273 0.052 -0.358 0.313 0.369
C 0.761268 1.049773 -0.602388 -1.441 -0.430 0.965 0.617
C 0.687881 -1.297891 -3.335781 -0.717 -0.408 1.306 -0.685
C -1.108737 0.559012 3.669852 0.961 2.105 0.423 -0.883
H 0.816080 2.109047 1.119649 -0.486 0.433 0.540 0.327
H -0.667349 1.128475 1.008584 0.163 0.248 -0.156 -0.002
H 3.177657 -0.012943 -2.361962 -0.247 -0.387 -0.175 0.181
H -1.856302 0.762387 2.906732 -0.024 -0.131 0.085 0.243
H -0.753047 -2.601851 -4.012951 -0.678 0.140 0.171 0.328
H 1.213236 -1.457347 -4.256784 0.834 -0.301 0.142 0.368
C 1.070202 -0.505413 -2.238843 0.448 0.931 -1.526 -0.431
H -0.382913 1.395499 3.671841 -0.214 -0.063 -0.818 0.243
C -1.581040 -1.381953 -2.330430 1.428 -0.072 -0.944 -0.688
C -0.293091 -0.693801 3.517306 0.627 -0.683 0.661 -0.765
H 0.029029 -1.046962 4.508874 -0.349 -0.226 -0.259 0.321
```
Forces are in eV/Å.

E_HOMO = -7.91 eV
SMILES string = Cc1c[nH]c2ccccc12.CC
energy relative to the best compared isomer or geometry (same formula, charge and spin) = 113.1 kJ/mol
gap between HOMO and LUMO = 0.3257 hartree

***

[3]
C11H15N | ωB97M-V with the def2-TZVPD basis set

```
27
Properties=species:S:1:pos:R:3:forces:R:3:mulliken_charge:R:1
C -1.178180 0.430612 -1.030085 0.188 0.713 0.440 0.885
C -1.347045 2.642520 0.454142 0.238 0.006 0.973 -1.292
C -1.537406 0.218365 1.162250 -0.885 1.478 -0.305 -0.731
H -1.739585 0.524265 2.181059 0.036 -0.831 0.182 0.363
C 3.264437 -0.564580 1.360684 -0.343 0.105 -0.332 -0.702
H -0.542083 3.175477 -0.045845 0.119 -0.079 -0.142 0.337
H -1.645760 -2.894516 -1.529487 0.041 -0.166 -0.054 0.377
H -0.342002 0.073593 -4.291041 0.136 0.333 0.054 0.357
N -1.686142 -1.039806 0.605603 0.325 0.779 1.225 -0.078
H 2.705979 0.375063 3.363327 0.258 0.520 -0.930 0.315
C -1.348681 -1.877560 -1.734990 -0.272 0.116 -0.157 -0.584
H 4.330154 -0.329951 1.379732 -0.104 -0.165 -0.073 0.294
H 2.760829 0.087746 0.645716 0.132 0.253 0.099 0.227
C -0.600856 -0.153760 -3.265876 -0.673 -0.327 -0.814 -0.559
C 2.625318 -0.507866 2.712143 -0.500 0.014 2.388 -0.869
C -0.737419 0.813919 -2.298796 -0.592 -0.020 -0.058 -0.456
H -1.602068 -1.808740 1.246265 -0.025 -0.574 -0.695 0.241
H 3.020292 -1.228386 3.440896 0.186 -0.437 -0.552 0.310
C -1.400264 -0.918977 -0.735757 0.247 -0.498 -0.161 -0.514
H -2.274458 3.179069 0.251056 -0.132 -0.278 -0.331 0.266
H -0.664664 1.861892 -2.547765 0.409 0.105 0.033 0.398
H 1.553532 -0.702511 2.720915 -0.130 -0.098 -0.453 0.193
H 3.073799 -1.563834 0.976513 0.462 -0.185 -0.166 0.232
C -1.361848 1.168873 0.205077 0.329 -0.431 -0.433 0.720
H -1.119508 -2.255755 -3.748778 0.440 0.393 -0.477 0.354
C -1.013962 -1.465504 -3.016169 0.037 -0.926 1.034 -0.445
H -1.192402 2.760346 1.539204 0.072 0.202 -0.295 0.360
```
Forces are in eV/Å.

E_HOMO = -7.85 eV
SMILES string = Cc1c[nH]c2ccccc12.CC
energy relative to the best compared isomer or geometry (same formula, charge and spin) = 66.6 kJ/mol
gap between HOMO and LUMO = 0.3197 hartree

***

[4]
C11H15N | ωB97M-V with the def2-TZVPD basis set

```
27
Properties=species:S:1:pos:R:3:forces:R:3:mulliken_charge:R:1
H -2.902837 0.598257 1.758780 -1.148 0.483 1.423 0.438
C -2.240396 0.302942 1.020903 0.493 -1.192 -2.836 -0.833
C -2.005525 -1.031267 0.694215 0.046 -1.376 -0.485 0.053
H 3.987067 4.253614 -0.348488 -1.524 -0.451 0.724 0.290
H 2.148071 4.069284 1.225933 -1.067 0.445 0.633 0.268
H 1.117793 -2.886568 -0.944577 -0.785 -0.538 -0.886 0.323
H 2.975691 2.642110 1.661774 -0.988 0.253 -1.285 0.227
C -0.788502 -2.796597 -0.229075 -2.322 -0.679 2.075 0.439
H -2.837455 -2.235723 2.177080 -0.075 -0.474 0.137 0.275
C -1.813399 1.216854 0.055192 -1.972 2.257 0.622 -0.494
H 2.563815 3.623044 -1.254408 0.188 -0.033 -0.326 0.272
C 0.260444 -3.618370 -0.827168 2.436 3.860 0.809 -1.372
C -1.106276 -1.395428 -0.376817 -0.096 0.605 -0.070 0.637
C 2.312078 3.085601 0.831202 1.570 0.269 1.767 -0.664
H -2.378162 2.205965 0.039791 1.480 -0.897 0.536 0.272
H 0.819638 -4.284418 -0.260982 -0.025 -1.730 1.813 0.446
C -1.667542 -3.245828 0.723872 -0.527 0.465 -0.197 -0.681
H -1.962912 -4.209510 1.039684 0.565 -1.193 0.161 0.460
C -0.742335 -0.419973 -1.327344 1.915 -0.252 -0.652 -0.274
H 0.006167 -4.055458 -1.697164 -0.682 -1.329 -3.226 0.321
H 1.346525 2.485793 0.802300 1.422 0.798 -0.721 0.186
H 3.849414 2.595955 -0.556021 0.135 -0.818 -0.804 0.256
C -1.073880 0.902824 -1.060174 1.824 -0.439 -1.332 -0.311
C 3.201559 3.433145 -0.397682 0.238 -0.484 0.005 -0.835
H -0.053034 -0.582426 -2.271247 -1.468 -0.186 2.213 0.235
H -0.482346 1.615988 -1.699212 -1.578 -0.192 0.633 0.312
N -2.533663 -2.269810 1.219632 1.948 2.825 -0.730 -0.243
```
Forces are in eV/Å.

E_HOMO = -7.82 eV
SMILES string = Cc1c[nH]c2ccccc12.CC
energy relative to the best compared isomer or geometry (same formula, charge and spin) = 243.0 kJ/mol
gap between HOMO and LUMO = 0.3212 hartree